(1)
Formula: C3H4NS
Source: the OMol25 dataset
Level of theory: ωB97M-V/def2-TZVPD

Values from the calculation:
net charge	+1
E	-15489.0908	eV
lowest unoccupied orbital energy (spin up / spin down)	-6.53 / -6.53	eV
energy above the lowest of the compared OMol25 structures with the same formula, charge and spin	351.7	kJ/mol

Element x y z (Å)
1 C -0.2746 -0.7638 -0.7572
2 C -0.9458 1.3886 0.4933
3 C 0.8109 -0.5520 0.2337
4 N -1.3290 -0.1325 -0.9267
5 S 0.4463 1.0238 1.1718
6 H -0.0177 -1.5978 -1.2851
7 H -1.4450 2.3677 0.3980
8 H 1.1613 -1.3982 1.0202
9 H 1.5935 -0.3358 -0.3480

(2)
Formula: InO4S
Source: the OMol25 dataset
Level of theory: ωB97M-V/def2-TZVPD

Values from the calculation:
net charge	+1
E	-24185.0919	eV
lowest unoccupied orbital energy	-10.59	eV
energy above the lowest of the compared OMol25 structures with the same formula, charge and spin	13.1	kJ/mol

Element x y z (Å)
1 In 3.1858 -0.6182 0.4435
2 S -0.7226 0.1126 -0.0709
3 O -0.7094 -1.1638 -0.7289
4 O -1.5447 0.1472 1.0439
5 O 0.7504 0.2944 0.2210
6 O -0.9595 1.2278 -0.9085

(3)
Formula: C33H34N2Se2SiSnTe3
Source: the OMol25 dataset
Level of theory: ωB97M-V/def2-TZVPD

Values from the calculation:
net charge	-2
E	-204033.4534	eV
lowest unoccupied orbital energy	3.63	eV

Element x y z (Å)
1 Sn 0.2505 0.6085 -1.1273
2 Se 2.6778 3.0367 1.5430
3 Te 0.5675 3.1950 0.1659
4 Te 1.1648 4.1251 -2.3508
5 Se -1.2048 3.9550 -3.0901
6 C 2.1113 -0.5541 3.4602
7 N 2.9890 -0.4899 2.3338
8 C 4.3908 0.0348 2.2883
9 C 2.3670 -0.5241 1.1934
10 N 1.7211 -0.6537 0.2545
11 H 1.8296 0.4158 3.7299
12 H 2.6935 -1.0518 4.2836
13 H 1.3204 -1.2498 3.3012
14 H 4.6195 0.5193 3.2395
15 H 4.4391 0.8268 1.5142
16 H 5.0504 -0.8679 2.1979
17 C 2.2379 0.0315 -6.3430
18 C 1.0059 0.1902 -5.6738
19 C 1.0322 0.5091 -4.3510
20 C 2.2345 0.6369 -3.6038
21 C 2.2323 0.8570 -2.2144
22 C 3.4477 1.0171 -1.5998
23 C 4.6989 0.9391 -2.2801
24 C 4.7047 0.6506 -3.6257
25 C 3.4538 0.4707 -4.3140
26 C 3.4209 0.1974 -5.6725
27 H 2.1906 -0.0576 -7.4853
28 H 0.0520 0.1134 -6.2024
29 H 0.0533 0.5989 -3.9404
30 H 3.4557 1.2945 -0.5015
31 H 5.5572 0.9783 -1.6380
32 H 5.6301 0.4638 -4.2067
33 H 4.3288 0.1330 -6.2714
34 C 1.7565 -2.9866 -2.1666
35 Te -0.2255 -2.6611 -2.9548
36 C 0.4628 -3.2328 -4.9303
37 H 2.4094 -2.4925 -2.8517
38 H 1.9032 -4.0550 -2.1192
39 H 1.8061 -2.4673 -1.2324
40 H 1.0914 -4.1235 -4.9231
41 H 0.9763 -2.3050 -5.2613
42 H -0.4522 -3.4363 -5.4886
43 C -5.1970 -1.6055 -1.0828
44 C -4.5132 -2.3240 -0.0795
45 C -3.5254 -1.7279 0.6667
46 C -3.1086 -0.4120 0.5082
47 C -3.7791 0.2867 -0.4975
48 C -4.7814 -0.2692 -1.2826
49 Si -1.7696 0.4403 1.6043
50 C -1.4807 -0.7385 3.1660
51 C -1.0540 -2.0927 3.0625
52 C -0.6997 -2.9104 4.1165
53 C -0.6795 -2.3861 5.4331
54 C -1.0512 -1.0751 5.5940
55 C -1.4624 -0.2992 4.5491
56 C -2.7155 2.0005 2.3624
57 C -4.0505 2.3470 2.2198
58 C -4.5414 3.5382 2.7600
59 C -3.7054 4.4112 3.4150
60 C -2.3487 4.1630 3.4650
61 C -1.9108 2.9663 3.0039
62 H -6.0372 -1.9510 -1.6194
63 H -4.7168 -3.3632 0.1390
64 H -2.9712 -2.3317 1.3474
65 H -3.4258 1.2719 -0.6649
66 H -5.3078 0.3940 -2.0153
67 H -0.9187 -2.5320 2.0540
68 H -0.4182 -3.9252 3.9025
69 H -0.4248 -3.0157 6.2345
70 H -1.0959 -0.6757 6.6199
71 H -1.7442 0.7881 4.6858
72 H -4.7758 1.6234 1.7667
73 H -5.6248 3.7785 2.6065
74 H -4.0759 5.3274 3.8408
75 H -1.7129 4.8916 3.9554
76 H -0.8278 2.8178 3.0775

(4)
Formula: C3H6O2
Source: the OMol25 dataset
Level of theory: ωB97M-V/def2-TZVPD

Values from the calculation:
net charge	0
SMILES	OC1COC1
E	-7300.8106	eV
lowest unoccupied orbital energy	0.76	eV
energy above the lowest of the compared OMol25 structures with the same formula, charge and spin	276.7	kJ/mol

Element x y z (Å)
1 C -0.4911 0.0439 0.2991
2 C 0.6806 0.9391 -0.1718
3 C 0.0795 -0.9744 -0.6893
4 H -1.1404 0.2312 2.0803
5 H -1.5196 0.5489 0.0024
6 H 0.3764 1.9711 -0.4875
7 H 1.7489 0.8573 0.1741
8 H -0.5157 -1.7406 -1.2935
9 H 0.8925 -1.5493 -0.0272
10 O -0.7010 -0.4737 1.5908
11 O 0.5899 0.1465 -1.4774

(5)
Formula: C4H8N2S2
Source: the OMol25 dataset
Level of theory: ωB97M-V/def2-TZVPD

Values from the calculation:
net charge	0
E	-28926.0620	eV
lowest unoccupied orbital energy	-0.10	eV
energy above the lowest of the compared OMol25 structures with the same formula, charge and spin	216.7	kJ/mol

Element x y z (Å)
1 C -1.2506 0.0518 -1.5143
2 C 0.5794 -0.5842 0.0623
3 C 0.4375 -1.3990 1.1701
4 C 1.2983 0.7053 0.1302
5 H -2.4284 1.5012 -0.7631
6 H -1.6212 0.3991 0.4238
7 H 0.3281 -1.1978 -1.8387
8 H 0.9991 -1.1978 2.0661
9 H -0.2174 -2.2269 1.3427
10 H 0.6870 1.3450 -0.4045
11 H 2.3470 0.5333 -0.3878
12 H 0.7305 0.5431 2.5805
13 N -1.7493 0.8004 -0.4844
14 N -0.2055 -0.7956 -1.1523
15 S -1.9289 0.1410 -2.9654
16 S 1.9944 1.3811 1.7346

(6)
Formula: C4H9NO2
Source: the OMol25 dataset
Level of theory: ωB97M-V/def2-TZVPD

Values from the calculation:
net charge	0
SMILES	C[C@H](O)CNC=O
E	-9879.0291	eV
lowest unoccupied orbital energy	0.77	eV
energy above the lowest of the compared OMol25 structures with the same formula, charge and spin	99.5	kJ/mol

Element x y z (Å)
1 O 2.0118 1.2134 -0.7239
2 C 1.9109 0.5744 0.2932
3 N 0.8011 0.5728 1.1059
4 C -0.5151 0.6921 0.5164
5 C -0.8873 -0.4568 -0.4394
6 C -2.3929 -0.4698 -0.6450
7 O -0.3889 -1.6828 0.0829
8 H 2.7264 -0.0665 0.6639
9 H 0.8975 -0.1204 1.8341
10 H -1.2971 0.8406 1.2542
11 H -0.4805 1.5644 -0.1359
12 H -0.3902 -0.2393 -1.3894
13 H -2.6859 0.4869 -1.0800
14 H -2.7248 -1.3104 -1.2536
15 H -2.8930 -0.5065 0.3178
16 H -0.5648 -2.3655 -0.5700